# 1
Formula: C22H40Cl2N5O3Tb
Source: the Open Molecules 2025 dataset
Level of theory: ωB97M-V/def2-TZVPD

Geometry as XYZ:
```
73
Properties=species:S:1:pos:R:3
O 1.202 -0.433 -3.840
C 0.190 0.217 -3.938
C -0.006 1.682 -4.097
C 0.369 2.710 -3.215
H 0.385 2.505 -2.139
C 0.515 3.981 -3.761
H 0.889 4.785 -3.125
C 0.197 4.244 -5.096
H 0.447 5.224 -5.535
C -0.408 3.244 -5.862
H -0.694 3.433 -6.898
C -0.583 1.973 -5.331
H -1.158 1.208 -5.851
H -0.784 -0.359 -3.754
C -2.652 -1.005 -1.828
C -2.252 0.270 -1.237
H -3.320 -0.949 -2.702
H -3.134 -1.583 -1.014
H -1.803 -1.598 -2.176
C -2.649 1.479 -1.711
C -4.125 1.632 -1.914
H -2.065 2.363 -1.909
H -4.404 1.806 -2.959
H -4.526 2.454 -1.316
H -4.658 0.726 -1.594
Tb -1.030 0.251 0.582
Cl 0.180 2.473 0.494
Cl -3.371 1.291 1.358
H 4.570 1.342 -2.567
H 4.762 1.742 -0.192
C 3.475 1.296 -2.469
C 3.688 1.602 -0.003
N 3.106 0.864 -1.120
H 3.062 0.603 -3.212
C 2.319 -0.213 -0.946
O 1.414 -0.339 -0.075
H 3.541 1.046 0.931
H 2.543 -1.032 -1.667
H 3.061 2.300 -2.644
H 3.211 2.589 0.067
H -0.648 -5.500 0.802
H 1.311 -5.549 -1.085
C -1.168 -4.845 0.088
C 0.635 -4.873 -1.635
N -0.193 -4.099 -0.701
H -1.797 -4.118 0.611
C -0.063 -2.781 -0.546
O -0.723 -2.105 0.317
H 1.228 -4.187 -2.254
H 0.646 -2.310 -1.248
H -1.768 -5.476 -0.581
H -0.005 -5.496 -2.281
C 2.487 -0.423 3.960
N 1.191 -0.361 4.648
C 1.213 0.025 6.061
C 0.073 -0.386 3.872
N 0.191 -0.267 2.553
N -1.168 -0.545 4.402
C -1.482 -0.711 5.811
C -2.275 -0.692 3.492
H 3.236 -0.589 4.735
H 2.722 0.504 3.402
H 2.484 -1.267 3.256
H 0.571 0.914 6.241
H 0.867 -0.836 6.664
H 2.267 0.259 6.302
H 1.167 -0.158 2.265
H -1.322 0.223 6.368
H -2.547 -0.960 5.861
H -0.907 -1.540 6.240
H -2.520 0.292 3.001
H -2.108 -1.479 2.729
H -3.175 -0.948 4.067
```

Results
- orbital gap (alpha / beta) (eV) = 5.9 / 5.9
- multiplicity = 7
- LUMO level (alpha / beta) (eV) = 0.22 / 0.22
- ⟨S²⟩ = 12.682

=====

# 2
Formula: H4O3SSi
Source: the Open Molecules 2025 dataset
Level of theory: ωB97M-V/def2-TZVPD

Geometry as XYZ:
```
9
Properties=species:S:1:pos:R:3
O -0.054 0.200 -0.718
O 0.913 -2.182 -1.507
O -0.705 1.763 1.047
Si 0.284 -1.298 -0.327
S -0.307 -2.112 1.405
H -0.604 0.837 -0.054
H 1.028 -1.504 -2.201
H 0.209 1.571 1.330
H -0.763 2.724 1.024
```

Results
- orbital gap (eV) = 8.5
- SMILES = O[Si](O)=S.O
- relative energy (zero: lowest compared OMol25 entry of this formula, charge and spin) (kcal/mol) = 44.6
- LUMO level (eV) = -0.15

=====

# 3
Formula: C4H8O2
Source: the Open Molecules 2025 dataset
Level of theory: ωB97M-V/def2-TZVPD

Geometry as XYZ:
```
14
Properties=species:S:1:pos:R:3
C -0.931 -0.944 1.458
C 0.304 -0.371 0.914
O 0.994 -1.040 -0.251
C 0.518 0.311 -0.348
C -0.574 0.504 -1.364
O -0.074 0.405 -2.678
H -1.622 -1.216 0.658
H -1.419 -0.201 2.097
H -0.747 -1.833 2.067
H 1.262 -0.324 1.517
H 1.324 1.042 -0.441
H -0.991 1.510 -1.280
H -1.387 -0.211 -1.195
H 0.375 -0.451 -2.735
```

Results
- orbital gap (eV) = 11.2
- SMILES = C[C@H]1O[C@H]1CO
- relative energy (zero: lowest compared OMol25 entry of this formula, charge and spin) (kcal/mol) = 54.1
- LUMO level (eV) = 1.04

=====

# 4
Formula: C3H10NOS2
Source: the Open Molecules 2025 dataset
Level of theory: ωB97M-V/def2-TZVPD

Geometry as XYZ:
```
17
Properties=species:S:1:pos:R:3
C -1.380 -0.263 0.477
C 0.295 -1.020 -1.324
C 1.014 0.587 0.833
N 0.087 -0.496 0.281
O -0.272 -0.248 -2.225
S 0.867 0.670 2.618
S 0.509 2.219 0.054
H -1.676 0.570 -0.069
H -1.798 -1.139 0.053
H -1.623 -0.102 1.461
H -0.145 -2.013 -1.272
H 1.366 -1.126 -1.511
H 2.024 0.473 0.646
H 0.441 -1.460 0.632
H -1.181 -0.592 -2.646
H -0.118 1.577 2.596
H 1.589 2.363 -0.604
```

Results
- orbital gap (eV) = 10.0
- SMILES = C[N@@H+](CO)C(S)S
- relative energy (zero: lowest compared OMol25 entry of this formula, charge and spin) (kcal/mol) = 46.4
- charge = +1
- LUMO level (eV) = -3.31

=====

# 5
Formula: C5H8O
Source: the Open Molecules 2025 dataset
Level of theory: ωB97M-V/def2-TZVPD

Geometry as XYZ:
```
14
Properties=species:S:1:pos:R:3
O 0.975 0.580 1.705
C 0.612 0.751 0.343
C 0.998 -0.474 -0.521
C -0.311 -1.196 -0.736
C -1.350 -0.471 -0.328
C -0.921 0.882 0.182
H 1.159 -0.353 1.857
H 1.121 1.661 0.007
H 1.748 -1.093 -0.008
H 1.455 -0.175 -1.474
H -0.373 -2.178 -1.197
H -2.390 -0.782 -0.386
H -1.177 1.659 -0.552
H -1.378 1.170 1.135
```

Results
- orbital gap (eV) = 10.5
- SMILES = OC1CC=CC1
- relative energy (zero: lowest compared OMol25 entry of this formula, charge and spin) (kcal/mol) = 17.9
- LUMO level (eV) = 1.06

=====

# 6
Formula: C4H4N2OS
Source: the Open Molecules 2025 dataset
Level of theory: ωB97M-V/def2-TZVPD

Geometry as XYZ:
```
12
Properties=species:S:1:pos:R:3
C 0.550 -0.425 -0.134
C -1.807 -0.259 0.426
C 1.038 0.816 0.202
C 0.078 1.827 -0.077
H 0.889 -2.249 -0.656
H 2.283 -1.261 -0.580
H -1.422 0.141 1.352
H 2.008 1.180 0.701
N 1.301 -1.515 -0.235
N -0.750 2.619 -0.484
O -0.766 -0.654 -0.338
S -3.403 -0.219 -0.178
```

Results
- orbital gap (eV) = 8.5
- SMILES = N#C/C=C(/N)OC=S
- relative energy (zero: lowest compared OMol25 entry of this formula, charge and spin) (kcal/mol) = 61.0
- LUMO level (eV) = -0.52